The following is a quantum chemistry calculation of 15 unconnected molecules or ions with the total composition C44H116N2O28 at a distorted geometry, from OMol25.

Summary:
electronic energy: -107807.386 eV
HOMO-LUMO gap: 8.05 eV
HOMO energy: -7.961 eV
energy relative to the best compared isomer or geometry (same formula, charge and spin): 0.0000 eV

Atoms and positions in Å:
C -1.49 -1.18 0.61
C -0.54 -0.22 1.42
C 0.67 -1.12 1.95
C 1.72 -1.46 0.93
C 2.19 -0.17 0.26
C 1.06 0.80 -0.32
N -0.03 0.95 0.72
O -0.99 1.76 0.28
C 1.87 2.17 -0.53
C 0.54 0.15 -1.64
C -1.20 0.21 2.76
H -2.39 -1.52 1.11
H -0.89 -1.98 0.16
H -2.00 -0.64 -0.19
H 1.12 -0.65 2.83
H 0.25 -2.08 2.24
H 1.31 -2.12 0.17
H 2.61 -1.85 1.43
H 2.71 -0.44 -0.67
H 2.95 0.32 0.87
H 2.50 2.06 -1.41
H 1.19 3.00 -0.72
H 2.42 2.45 0.37
H -0.13 0.85 -2.12
H 1.40 -0.08 -2.27
H 0.00 -0.79 -1.50
H -0.66 1.03 3.24
H -1.33 -0.52 3.56
H -2.20 0.51 2.46
H -1.37 1.25 -0.44
C -0.69 -1.80 -4.43
C -1.07 -2.88 -5.46
C 0.21 -2.90 -6.41
C 0.43 -4.09 -7.32
C 0.41 -5.40 -6.52
C -0.82 -5.46 -5.61
N -1.10 -4.25 -4.85
O -2.07 -4.31 -3.91
C -2.00 -6.04 -6.35
C -0.58 -6.59 -4.58
C -2.42 -2.50 -6.22
H 0.29 -1.99 -4.00
H -1.53 -1.79 -3.73
H -0.68 -0.83 -4.92
H 0.22 -2.08 -7.13
H 1.09 -2.76 -5.77
H 1.40 -3.95 -7.78
H -0.25 -4.16 -8.18
H 1.34 -5.49 -5.96
H 0.30 -6.11 -7.34
H -1.84 -7.01 -6.80
H -2.93 -6.05 -5.78
H -2.22 -5.46 -7.24
H -1.50 -7.00 -4.16
H 0.01 -7.33 -5.12
H -0.07 -6.33 -3.64
H -2.58 -1.42 -6.12
H -3.34 -2.88 -5.79
H -2.35 -2.75 -7.28
H -1.53 -4.25 -3.12
C 6.50 -0.86 -1.77
C 7.25 -2.25 -1.44
O 6.73 -3.25 -2.29
O 6.68 -0.53 -3.12
H 7.15 -0.13 -1.28
H 5.45 -0.74 -1.51
H 7.02 -2.52 -0.41
H 8.33 -2.22 -1.55
H 6.74 -4.10 -1.84
H 7.05 -1.32 -3.52
C -5.06 -2.49 2.56
C -4.34 -3.44 3.48
O -3.13 -2.83 3.85
O -4.90 -1.15 2.99
H -6.11 -2.77 2.53
H -4.69 -2.64 1.55
H -4.07 -4.39 3.01
H -5.03 -3.71 4.28
H -3.40 -1.95 3.59
H -5.52 -0.65 2.45
C 0.11 5.34 3.66
C -0.22 3.90 3.19
O 0.41 3.68 1.92
O 1.56 5.61 3.83
H -0.37 5.52 4.62
H -0.27 6.00 2.88
H -1.28 3.84 2.93
H 0.05 3.05 3.82
H -0.05 2.97 1.47
H 1.96 5.42 2.97
C 5.19 2.44 -3.70
C 5.40 3.05 -2.26
O 6.29 2.21 -1.61
O 4.65 1.12 -3.75
H 6.15 2.53 -4.22
H 4.45 3.05 -4.21
H 4.51 3.07 -1.64
H 5.73 4.07 -2.46
H 6.31 2.38 -0.66
H 5.34 0.50 -3.49
C 0.34 -0.45 7.04
C -1.10 -0.08 6.94
O -1.18 1.26 6.49
O 1.00 -0.48 5.80
H 0.45 -1.43 7.50
H 0.82 0.31 7.65
H -1.56 -0.31 7.90
H -1.69 -0.66 6.22
H -0.72 1.89 7.05
H 0.59 -1.15 5.26
C -3.41 4.27 0.10
C -3.15 5.56 0.86
O -3.47 5.31 2.21
O -4.82 3.92 0.16
H -2.69 3.50 0.37
H -3.36 4.35 -0.98
H -3.75 6.39 0.49
H -2.08 5.75 0.86
H -3.27 6.04 2.79
H -5.07 3.87 1.08
C -2.96 0.52 -3.17
C -4.30 -0.20 -3.02
O -5.37 0.58 -3.43
O -2.75 1.41 -2.10
H -2.78 0.86 -4.19
H -2.17 -0.15 -2.82
H -4.43 -0.35 -1.95
H -4.32 -1.17 -3.53
H -6.15 0.06 -3.25
H -3.29 2.18 -2.29
C -0.33 -5.31 5.34
C -0.30 -3.82 5.88
O -0.36 -2.81 4.89
O 0.72 -5.51 4.37
H -1.29 -5.49 4.85
H -0.30 -6.05 6.14
H 0.62 -3.61 6.42
H -1.10 -3.61 6.59
H -1.17 -2.95 4.40
H 1.49 -5.64 4.92
C -0.45 -5.03 1.05
C -0.25 -5.38 -0.46
O -1.47 -5.57 -1.12
O -0.70 -6.24 1.79
H -1.26 -4.32 1.27
H 0.51 -4.64 1.38
H 0.35 -6.28 -0.59
H 0.03 -4.53 -1.08
H -2.02 -6.27 -0.74
H -0.51 -5.99 2.69
C 0.67 4.17 -4.30
C -0.75 3.96 -3.71
O -1.71 3.76 -4.74
O 0.67 5.38 -5.00
H 0.94 3.35 -4.95
H 1.39 4.20 -3.49
H -0.97 4.81 -3.05
H -0.65 3.14 -2.99
H -2.47 3.32 -4.36
H 0.02 5.20 -5.69
C -4.55 2.10 3.46
C -4.10 1.98 4.90
O -2.98 2.88 5.09
O -5.19 3.26 3.16
H -5.15 1.19 3.41
H -3.71 2.02 2.77
H -3.73 1.01 5.20
H -4.94 2.22 5.56
H -2.29 2.38 5.53
H -4.58 3.99 3.27
C 2.77 1.54 3.76
C 4.30 1.70 3.82
O 4.95 1.07 2.71
O 2.13 2.12 4.89
H 2.60 0.47 3.62
H 2.34 2.04 2.89
H 4.65 1.21 4.73
H 4.59 2.74 3.95
H 5.05 0.14 2.93
H 1.47 1.49 5.19
C 2.51 6.19 -0.20
C 3.36 7.49 -0.17
O 4.73 7.32 -0.66
O 1.68 6.01 0.97
H 3.20 5.36 -0.36
H 1.70 6.20 -0.93
H 3.26 8.01 0.78
H 2.85 8.15 -0.87
H 4.97 8.12 -1.13
H 1.39 5.10 1.03

***

The following is a quantum chemistry calculation of 13 unconnected molecules or ions with the total composition C44H117N10O19 at a distorted geometry, from OMol25.

Summary:
electronic energy: -101254.810 eV
total charge: +7
HOMO-LUMO gap: 7.28 eV
HOMO energy: -19.044 eV

Atoms and positions in Å:
C -8.01 0.63 0.83
N -8.19 2.10 0.99
C -7.00 2.61 0.24
C -9.34 2.62 0.33
C -8.25 2.32 2.56
C -7.78 3.54 3.16
O -6.30 3.73 3.26
H -8.55 0.08 1.59
H -6.96 0.45 0.90
H -8.39 0.21 -0.12
H -7.17 3.63 -0.10
H -6.93 1.96 -0.64
H -6.08 2.53 0.78
H -9.13 2.55 -0.75
H -9.49 3.67 0.61
H -10.24 2.04 0.51
H -7.67 1.49 2.95
H -9.36 2.22 2.76
H -8.15 3.61 4.20
H -8.13 4.47 2.76
H -6.12 3.90 4.19
C -1.38 0.26 -1.34
N 0.10 0.31 -1.29
C 0.82 -0.92 -1.75
C 0.37 1.45 -2.27
C 0.55 0.74 0.15
C 1.98 0.87 0.32
O 2.65 -0.35 0.54
H -1.76 1.23 -1.00
H -1.67 -0.54 -0.66
H -1.73 -0.01 -2.35
H 1.90 -0.84 -1.94
H 0.31 -1.29 -2.65
H 0.77 -1.64 -0.94
H -0.07 1.21 -3.26
H 1.44 1.55 -2.42
H -0.06 2.30 -1.78
H 0.11 -0.02 0.78
H 0.01 1.65 0.31
H 2.27 1.60 1.12
H 2.49 1.17 -0.61
H 2.46 -0.64 1.44
C -6.39 -4.31 -5.43
N -6.92 -3.35 -4.33
C -7.22 -1.96 -4.91
C -8.23 -3.90 -3.82
C -5.90 -3.30 -3.08
C -4.43 -3.12 -3.57
O -4.35 -2.04 -4.43
H -7.22 -4.46 -6.13
H -6.26 -5.27 -4.95
H -5.54 -3.89 -5.92
H -7.61 -1.37 -4.08
H -8.03 -2.07 -5.65
H -6.36 -1.54 -5.31
H -8.55 -3.29 -2.96
H -8.18 -4.98 -3.60
H -9.00 -3.80 -4.59
H -5.95 -4.23 -2.56
H -6.16 -2.44 -2.45
H -4.22 -4.08 -4.04
H -3.81 -3.02 -2.68
H -3.44 -1.70 -4.63
C 9.90 -0.06 -0.42
N 8.89 0.13 0.63
C 9.59 0.47 1.92
C 7.99 1.26 0.18
C 8.15 -1.26 0.86
C 6.64 -1.21 0.97
O 6.12 -0.51 2.07
H 10.43 -1.04 -0.31
H 10.54 0.78 -0.50
H 9.38 -0.12 -1.39
H 8.95 0.40 2.81
H 10.07 1.43 1.80
H 10.33 -0.38 2.10
H 7.68 1.19 -0.84
H 8.59 2.20 0.13
H 7.30 1.38 1.03
H 8.66 -1.73 1.70
H 8.41 -1.78 -0.02
H 6.35 -2.27 0.94
H 6.19 -0.77 0.09
H 6.67 -0.76 2.82
C 0.97 -8.20 0.82
N 1.90 -8.34 -0.38
C 2.53 -9.72 -0.50
C 1.04 -8.04 -1.64
C 3.05 -7.29 -0.15
C 4.17 -7.26 -1.17
O 3.57 -6.65 -2.37
H 0.61 -7.17 1.03
H 1.46 -8.75 1.61
H 0.02 -8.73 0.72
H 3.13 -9.75 -1.41
H 1.66 -10.37 -0.56
H 3.12 -9.93 0.40
H 0.46 -7.11 -1.60
H 0.27 -8.80 -1.66
H 1.63 -8.00 -2.53
H 3.50 -7.59 0.80
H 2.60 -6.30 -0.06
H 4.59 -8.30 -1.30
H 4.89 -6.55 -0.78
H 4.12 -6.71 -3.17
C 3.72 1.23 -9.00
C 3.10 1.24 -7.64
C 3.35 2.56 -7.02
O 2.56 2.67 -5.85
C 2.39 4.05 -5.46
N 1.56 0.99 -7.66
H 1.19 0.92 -8.63
H 1.34 0.09 -7.22
H 1.24 1.74 -7.12
H 3.37 2.11 -9.51
H 3.56 0.31 -9.59
H 4.78 1.45 -8.84
H 3.46 0.43 -7.00
H 2.98 3.33 -7.75
H 4.38 2.81 -6.84
H 1.47 4.13 -4.88
H 2.25 4.60 -6.40
H 3.30 4.47 -5.00
C 0.10 3.96 5.38
C -0.74 4.73 4.37
O -0.94 4.53 3.25
N -1.47 5.89 5.07
H -0.89 6.30 5.81
H -1.47 6.58 4.34
C -2.89 5.59 5.58
H -0.59 3.82 6.25
H 1.04 4.44 5.68
H 0.28 3.00 4.90
H -3.33 5.20 4.66
H -3.42 6.53 5.84
H -2.79 4.91 6.45
C 3.00 0.33 6.17
C 2.85 -1.08 6.60
O 2.69 -1.95 5.72
N 2.87 -1.47 7.92
H 2.45 -2.23 3.18
H 3.11 -0.74 8.56
C 3.49 -2.82 8.11
H 2.05 0.75 5.81
H 3.46 0.25 5.18
H 3.61 1.02 6.78
H 2.91 -3.43 8.81
H 4.56 -2.84 8.43
H 3.45 -3.21 7.08
C -0.70 10.91 -3.08
C 0.02 9.67 -2.91
O -0.11 8.80 -2.12
N 1.10 9.48 -3.98
H 0.94 8.70 -4.58
H 1.10 10.28 -4.64
C 2.45 9.28 -3.37
H -0.36 11.74 -2.43
H -1.66 10.61 -2.70
H -0.89 11.15 -4.13
H 2.43 8.42 -2.66
H 2.73 10.19 -2.83
H 3.15 8.97 -4.12
C -0.41 -2.00 7.08
C -0.48 -0.55 7.62
O -0.97 0.41 7.22
N -0.04 -0.57 9.12
H -0.58 -1.27 9.60
H 0.96 -0.88 9.04
C -0.11 0.79 9.76
H -1.24 -2.68 7.34
H 0.41 -2.60 7.54
H -0.29 -1.93 6.02
H 0.56 1.42 9.21
H 0.27 0.66 10.79
H -1.18 1.12 9.68
O 0.24 -1.81 2.82
C 0.88 -2.73 2.24
O 0.39 -3.47 1.25
O 2.13 -2.93 2.58
H -1.23 -1.69 1.67
O -2.28 -0.81 -5.75
C -1.14 -0.03 -5.49
O -0.55 -0.33 -4.40
O -0.79 0.82 -6.37
H -2.69 -0.50 -6.55
O -2.18 -3.31 0.11
C -2.75 -2.15 0.33
O -2.03 -1.26 1.13
O -3.85 -1.90 0.03
H -1.30 -3.35 0.49